Cl11F2O44Pb3 | ωB97M-V/def2-TZVPD

The largest force on an atom comes out at 5.8 eV/A. The total charge is -7. The value obtained for the lowest unoccupied orbital energy is 9.409 eV. As for the HOMO energy: 2.55 eV. For the total energy, the calculation gives -248924.7940 eV.

Geometry as XYZ:
```
60
Properties=species:S:1:pos:R:3:forces:R:3:nbo_charge:R:1
Pb -15.2667 8.9369 14.0858 0.25 -0.86 0.06 1.753
Pb -10.8891 13.0787 8.4151 -0.77 0.68 0.36 1.711
Pb -15.2157 12.2319 7.5537 -0.43 -0.01 -1.09 1.709
F -12.7261 12.2685 7.6832 0.37 0.01 -0.01 -0.862
F -16.0988 12.0861 5.3446 0.60 0.16 1.33 -0.887
Cl -16.5461 6.6164 10.6124 3.80 -1.55 0.67 2.537
O -15.5051 5.5349 10.4634 -1.24 1.94 -0.01 -0.892
O -16.7162 7.2978 9.3685 -0.21 0.22 -0.15 -0.839
O -17.7199 5.9607 11.0370 -2.05 -0.31 0.35 -0.871
O -16.1047 7.5594 11.6572 -0.24 -0.29 -0.61 -0.906
Cl -9.1964 10.6327 7.6708 1.79 -1.52 -2.15 2.558
O -7.7840 10.7521 7.3637 -1.09 -0.25 0.32 -0.828
O -9.7360 9.3720 7.3079 0.27 -0.22 -0.46 -0.807
O -9.4543 10.8615 9.0362 -0.35 1.11 2.14 -0.852
O -9.8988 11.6735 6.8891 -0.19 0.48 -0.38 -0.959
Cl -3.5138 2.1932 14.8517 -2.23 -0.84 -0.69 2.558
O -3.3052 0.7674 15.0111 -0.02 -0.47 -0.45 -0.915
O -3.4355 2.7691 16.1365 1.06 1.28 1.87 -0.892
O -2.5234 2.7000 13.9429 0.33 0.40 -0.19 -0.883
O -4.8663 2.4807 14.3760 1.10 -0.56 -0.50 -0.868
Cl -14.2659 15.4887 8.0843 -0.73 -0.77 -0.90 2.598
O -15.3509 16.3907 8.1518 -1.28 1.37 -1.63 -0.864
O -13.0781 16.1700 8.3467 2.53 1.15 -0.25 -0.850
O -14.5128 14.5514 9.0881 -0.21 -3.14 2.63 -0.901
O -14.1514 14.6881 6.8388 -0.53 1.10 0.02 -0.902
Cl -12.9955 10.3624 11.5476 -3.25 2.10 1.77 2.503
O -14.0857 10.4645 10.5338 2.77 -0.18 0.91 -0.806
O -12.3656 9.1137 11.6515 0.71 -1.51 -1.10 -0.803
O -12.0019 11.4287 11.4931 -0.75 -0.42 -1.00 -0.842
O -13.7187 10.5369 12.8718 0.37 0.15 -0.78 -0.976
Cl -13.7086 10.2321 17.0848 1.06 -1.28 0.43 2.523
O -14.6995 9.1853 16.6070 0.97 1.70 -0.37 -0.908
O -12.5889 9.5331 17.6584 0.13 -0.54 -0.13 -0.874
O -13.2135 11.0652 16.0163 -1.06 -0.37 -0.28 -0.827
O -14.2836 11.0135 18.1286 -1.06 0.52 0.04 -0.852
Cl -17.8934 11.6268 9.5171 -3.73 -1.93 0.85 2.432
O -17.1542 12.8296 9.0816 -0.06 -0.38 -0.09 -0.893
O -17.5833 11.2547 10.8687 1.24 0.11 -0.94 -0.780
O -19.3780 11.9518 9.6126 2.64 -0.27 -1.62 -0.861
O -17.6212 10.4969 8.5361 -0.22 2.77 1.68 -0.817
Cl -18.2240 9.8560 16.0169 0.06 1.59 2.86 2.577
O -17.7168 9.5304 17.2922 1.06 -1.03 1.29 -0.863
O -19.5948 9.4084 16.0400 -0.20 0.37 -1.69 -0.856
O -18.0527 11.2914 15.9025 -0.92 -0.40 -1.28 -0.853
O -17.4351 9.1948 14.9928 -0.62 -0.24 -1.01 -0.953
Cl -15.3775 5.4493 15.5120 -0.82 3.97 1.90 2.617
O -16.4474 6.4054 15.2481 0.55 1.29 0.05 -0.912
O -14.2066 5.7716 14.8262 2.37 0.97 -2.61 -0.886
O -14.9906 5.5230 16.8923 -0.91 -1.00 1.15 -0.890
O -15.9046 4.2578 15.0799 -0.99 -4.99 -0.51 -0.881
Cl -8.9257 23.3837 16.3150 0.02 -4.16 -1.63 2.680
O -9.6183 23.1650 17.4925 -2.55 -0.52 3.62 -0.918
O -9.4702 24.4357 15.6200 -2.21 4.01 -2.54 -0.916
O -7.6124 23.6428 16.6173 5.39 1.63 1.33 -0.936
O -8.9386 22.1978 15.5124 -0.58 -0.71 -0.66 -0.909
Cl -8.5463 15.8414 6.7034 -2.67 1.63 1.96 2.574
O -7.6726 15.3872 7.7432 -0.43 -0.58 0.94 -0.865
O -8.2231 15.2032 5.5256 1.21 -2.01 -3.65 -0.882
O -10.0107 15.6062 6.9339 1.65 -0.61 0.89 -0.896
O -8.3910 17.2527 6.5691 0.26 1.20 -0.09 -0.894
```
Forces are in eV/Å.

***

C3H6NO | ωB97M-V/def2-TZVPD

The largest force on an atom comes out at 4.7 eV/A. For the energy relative to the best compared isomer or geometry (same formula, charge and spin), the calculation gives 6.932 eV. The total charge is +1. The value obtained for the lowest unoccupied orbital energy (spin up / spin down) is -6.346 / -5.001 eV. As for the HOMO energy (spin up / spin down): -15.29 / -15.20 eV. For the total energy, the calculation gives -6731.0448 eV.

Geometry as XYZ:
```
11
Properties=species:S:1:pos:R:3:forces:R:3:nbo_charge:R:1
C -0.7953 -0.5068 -0.7047 -1.35 -0.12 -0.90 -0.274
C 1.2706 0.7228 -0.2090 -0.90 -1.52 4.37 0.124
C 0.1907 -0.8879 0.2770 0.32 -3.24 0.78 0.437
N -0.1224 0.4880 0.2113 -2.08 2.12 0.53 -0.432
O 1.4642 -0.6998 -0.1386 1.98 -0.46 -0.90 -0.448
H -0.4865 -0.2706 -1.7209 -0.07 -0.52 0.03 0.255
H -1.8544 -0.7969 -0.5750 0.70 0.74 0.30 0.285
H 1.4071 1.3007 -1.0279 0.53 1.00 -3.19 0.225
H 1.6845 1.1955 0.6637 0.90 0.23 0.15 0.213
H -0.4075 -2.4340 1.7746 0.58 1.36 -1.16 0.154
H -0.5221 0.9793 0.9941 -0.62 0.39 -0.01 0.460
```
Forces are in eV/Å.

***

C23H41Cl2F3NO2 | ωB97M-V/def2-TZVPD

The largest force on an atom comes out at 1.8 eV/A. Its spin multiplicity is 2. As for the expectation value of S²: 0.754. The total charge is 0. The value obtained for the lowest unoccupied orbital energy (spin up / spin down) is 0.692 / 0.310 eV. As for the HOMO energy (spin up / spin down): -7.77 / -7.77 eV. For the total energy, the calculation gives -63295.4247 eV.

Geometry as XYZ:
```
72
Properties=species:S:1:pos:R:3:forces:R:3:lowdin_charge:R:1
C 4.3168 -0.4163 1.4041 -0.13 1.77 -0.06 -0.071
C 3.8982 0.0079 0.0149 -0.40 0.17 -0.09 -0.325
C 5.0088 0.4149 -0.9361 0.06 -1.13 0.05 -0.078
C 2.5782 0.0415 -0.2990 0.49 -0.04 0.13 -0.086
C 1.9431 -0.5217 -1.5491 0.39 1.37 -0.33 -0.175
C 0.4448 -0.1487 -1.7056 1.04 -0.96 0.07 -0.172
C -0.3936 -1.4118 -1.8805 -0.62 -0.17 -0.11 -0.370
C -0.2378 -2.0427 -3.2776 0.28 -0.26 0.18 -0.050
C -1.8868 -1.2076 -1.4942 1.04 -0.05 -0.44 -0.156
C -2.0291 -1.2985 0.0252 -0.29 0.39 -0.47 -0.107
C -3.2895 -0.6790 0.7201 0.35 -0.71 -0.12 -0.334
C -4.2856 -1.8232 1.0635 0.02 0.90 0.74 -0.099
O -5.3155 -2.0804 0.1002 0.44 -0.55 -0.32 0.060
C -5.0421 -2.8535 -0.9652 -0.83 -0.10 -0.08 -0.678
F -4.9614 -2.1077 -2.0917 0.24 -0.37 0.31 0.148
F -3.9227 -3.5888 -0.8452 -0.22 0.30 -0.13 0.159
F -6.0669 -3.7142 -1.1580 0.44 0.32 0.05 0.152
C -4.0465 0.3760 -0.0930 -0.03 0.27 0.66 -0.056
C -3.5776 1.8382 0.0000 -0.61 1.06 -1.23 -0.445
C -2.4857 2.2176 -1.0124 0.21 0.03 0.57 -0.028
C -4.7933 2.6999 -0.4199 0.30 -0.04 -0.31 -0.040
N -3.2210 2.2623 1.3820 -0.85 -1.58 0.11 -0.094
O -4.2637 2.5797 2.0658 0.15 0.40 0.08 -0.008
C -2.3370 1.3388 2.1354 0.79 0.09 1.23 -0.438
C -2.4071 1.7620 3.6209 0.29 -0.17 -0.21 -0.045
C -0.8436 1.4744 1.7570 -0.13 0.54 -0.06 -0.020
C -2.8291 -0.1280 2.0967 0.20 0.12 -0.61 -0.063
H 4.4176 -1.4978 1.4324 0.01 -0.10 0.05 0.083
H 5.2602 0.0580 1.6739 0.12 -0.20 0.18 0.040
H 3.5629 -0.0817 2.1208 -0.07 -0.34 0.15 0.076
H 4.8357 1.4433 -1.2426 -0.08 0.00 -0.27 0.084
H 5.1181 -0.2387 -1.8037 -0.06 0.15 -0.20 0.079
H 5.9725 0.3977 -0.4296 -0.13 -0.10 0.06 -0.011
H 1.8997 0.4871 0.4315 -0.18 -1.21 0.58 0.090
H 2.0713 -1.6029 -1.4977 -0.09 -0.11 0.02 0.112
H 2.5242 -0.1951 -2.4184 -0.09 -0.12 -0.16 0.112
H 0.3847 0.5006 -2.5767 -0.55 0.29 0.14 0.119
H 0.1549 0.3415 -0.7788 -0.19 0.36 -0.14 0.067
H -0.0068 -2.1449 -1.1670 0.05 -0.01 0.11 0.128
H 0.3602 -2.9515 -3.2042 0.11 -0.01 -0.10 0.075
H 0.2695 -1.3956 -3.9915 -0.10 0.15 -0.05 0.076
H -1.1903 -2.3609 -3.6958 -0.11 0.16 -0.08 0.070
H -2.4294 -1.9785 -2.0330 -0.39 0.01 0.23 0.090
H -2.1792 -0.2465 -1.9125 -0.27 0.05 0.09 0.099
H -1.1221 -0.8724 0.4508 -0.03 0.21 0.06 0.091
H -1.9857 -2.3574 0.2825 0.05 -0.05 0.12 0.118
H -4.8344 -1.4802 1.9372 -0.36 -0.07 -0.12 0.130
H -3.7718 -2.7269 1.3838 0.03 -0.19 -0.34 0.137
H -4.1193 0.1268 -1.1482 0.08 -0.16 -0.05 0.122
H -5.0761 0.3764 0.2663 -0.04 -0.04 0.11 0.127
H -2.1767 3.2437 -0.8113 0.15 0.02 0.05 0.098
H -1.6187 1.5675 -0.9748 0.09 0.03 -0.12 0.041
H -2.9007 2.2220 -2.0159 0.03 -0.29 -0.11 0.087
H -4.8679 2.6726 -1.5065 -0.11 -0.15 -0.06 0.084
H -4.6400 3.7420 -0.1528 -0.06 0.04 0.18 0.091
H -5.7245 2.3309 -0.0080 -0.07 0.16 0.21 0.080
H -1.5297 1.3374 4.1084 -0.07 -0.11 0.19 0.088
H -3.3032 1.4055 4.1147 -0.12 0.10 0.05 0.076
H -2.3496 2.8429 3.7163 0.00 0.08 -0.03 0.092
H -0.3168 0.5305 1.8604 -0.01 -0.12 -0.17 0.075
H -0.6690 1.9109 0.7789 0.01 -0.22 -0.13 0.062
H -0.3682 2.1462 2.4706 0.02 0.17 -0.07 0.081
H -1.9764 -0.7363 2.3978 -0.03 -0.07 0.28 0.128
H -3.5731 -0.2412 2.8829 -0.34 0.01 -0.23 0.113
Cl 8.3990 1.0771 -1.1784 0.15 0.04 0.00 0.582
C 9.6596 0.7520 0.0397 0.13 0.07 -0.03 -0.653
C 9.5781 -0.6506 0.5830 0.10 -0.05 0.01 -0.659
Cl 8.1187 -0.9040 1.5722 -0.04 -0.01 -0.01 0.562
H 9.5605 1.4926 0.8289 -0.08 -0.02 0.01 0.069
H 10.6208 0.8959 -0.4510 0.00 -0.04 -0.02 0.072
H 10.4360 -0.8435 1.2248 -0.01 0.04 0.02 0.072
H 9.5708 -1.3855 -0.2177 -0.07 0.01 -0.02 0.069
```
Forces are in eV/Å.

***

The lowest total charge belongs to which entry? Cl11F2O44Pb3